[1]
A molecular structure, C27H39Cl5N2O5PtSSiTe2. Source: OMol25; level of theory: ωB97M-V with the def2-TZVPD basis set.

The geometry in XYZ format:
```
83
Properties=species:S:1:pos:R:3:forces:R:3:mulliken_charge:R:1
Pt 0.709664 0.110859 -0.155763 -0.6 -0.5 -0.5 2.358
Cl -2.291395 -4.714981 4.702063 0.0 0.0 0.0 -0.213
C -1.694922 -3.923748 3.293344 0.0 0.0 0.0 0.436
C -1.059276 -2.689096 3.391896 -0.1 -0.1 0.0 -0.157
Cl -0.895630 -1.934412 4.931620 0.0 0.0 0.0 -0.205
C -0.564078 -2.064714 2.257291 -0.1 -0.2 -0.2 0.743
Cl 0.225254 -0.538104 2.389633 0.2 0.2 0.5 -0.240
C -0.670892 -2.631149 0.965718 -0.2 -0.1 0.4 -1.022
O -0.184504 -2.094883 -0.094694 0.2 0.3 0.0 -0.638
C -1.358807 -3.870784 0.906585 0.1 0.1 -0.1 0.595
Cl -1.550503 -4.558538 -0.660551 0.0 -0.1 -0.1 -0.206
C -1.839374 -4.511747 2.034155 0.0 0.1 0.1 -0.095
Cl -2.612907 -6.040959 1.893521 0.0 0.0 0.0 -0.198
C 0.171904 -1.989980 -3.626078 -0.1 -0.2 0.2 -1.233
Te -1.000647 -0.748015 -2.278528 0.7 0.2 -0.7 -0.034
C -0.164782 0.755861 -3.593032 -0.3 0.0 -0.1 -0.751
C -0.068972 0.101903 -4.937307 -0.1 -0.1 -0.1 0.499
C -0.145260 0.803757 -6.133672 0.0 0.0 0.0 -0.673
C -0.014361 0.136354 -7.343698 0.0 0.0 0.0 -0.621
C 0.192754 -1.234652 -7.358310 0.0 -0.1 0.0 -0.566
C 0.259147 -1.941495 -6.165399 0.0 0.0 0.0 -0.766
C 0.128766 -1.280839 -4.950388 -0.1 0.1 -0.1 0.763
H -0.281952 -2.978934 -3.679103 0.0 0.0 0.0 0.546
H 1.192953 -2.105153 -3.255742 -0.1 0.1 0.1 0.380
H 0.833227 0.973840 -3.216044 0.0 0.0 0.1 0.553
H -0.765418 1.660374 -3.579242 -0.1 0.0 0.0 0.282
H -0.320014 1.873394 -6.117236 0.0 0.0 0.0 0.462
H -0.080609 0.686609 -8.273633 0.0 0.0 0.0 0.396
H 0.290236 -1.757796 -8.301186 0.0 0.0 0.0 0.396
H 0.404337 -3.015402 -6.175223 0.0 0.0 0.0 0.456
Te 1.235549 2.500836 -0.673074 -0.1 -0.3 0.1 -0.138
N 5.160856 -1.783326 -0.037217 0.0 0.0 0.0 -0.440
C 4.102763 -0.971262 -0.185266 0.0 -0.2 -0.1 0.832
N 4.296480 0.338412 -0.040196 0.2 0.0 0.1 -0.275
S 2.598264 -1.645139 -0.552847 -0.3 0.4 0.2 -0.473
H 6.084656 -1.442572 0.162670 0.0 0.0 0.0 0.181
H 5.015866 -2.771460 -0.140956 0.0 0.0 0.0 0.197
H 5.191941 0.726042 0.203338 0.0 0.0 0.0 0.190
H 3.492200 0.940436 -0.083562 -0.1 0.1 0.0 -0.129
C -1.882442 5.250532 -1.242182 0.0 -0.2 0.1 -1.313
C -2.109833 4.560820 0.103489 0.1 0.2 0.0 1.568
C -1.162339 5.140363 1.153438 -0.1 -0.2 -0.1 -1.596
C -3.550088 4.751303 0.570774 0.1 -0.2 0.0 -1.432
O -1.762461 3.178990 -0.037453 -0.2 0.3 0.1 -0.558
Si -2.582529 1.797965 -0.416773 0.2 -0.3 0.0 -2.006
O -1.571149 0.603777 -0.118809 0.3 0.0 0.0 -0.430
O -2.958674 1.808454 -2.032312 -0.1 0.3 0.0 1.172
C -4.201292 1.906970 -2.743917 -0.2 -0.1 -0.1 1.834
C -5.078557 3.043203 -2.220075 0.1 -0.1 0.0 -1.583
C -4.954321 0.580177 -2.620767 0.2 0.1 0.1 -1.314
C -3.845517 2.173810 -4.204639 0.1 0.0 0.2 -1.792
O -4.004026 1.676565 0.379435 -0.1 -0.1 0.1 0.661
C -4.450662 0.871299 1.480884 -0.2 -0.1 0.3 1.799
C -5.975319 0.957635 1.456186 0.2 0.1 0.0 -1.806
C -4.007382 -0.586010 1.351519 0.1 0.2 -0.2 -1.179
C -3.915325 1.453952 2.788785 0.0 0.0 -0.3 -1.721
H -2.168434 6.301723 -1.189456 0.0 0.0 0.0 0.431
H -2.471505 4.759551 -2.017566 0.0 0.0 0.0 0.106
H -0.827846 5.180569 -1.516100 0.0 0.0 0.0 0.263
H -1.330773 6.212062 1.263800 0.0 0.0 0.0 0.432
H -0.128085 4.966367 0.853003 0.0 0.1 0.0 0.206
H -1.328271 4.649483 2.113429 0.0 0.0 0.0 0.358
H -3.755743 5.813916 0.705531 0.0 0.0 0.0 0.604
H -3.698258 4.239417 1.520272 -0.1 0.0 0.0 0.126
H -4.255305 4.343523 -0.151081 0.0 0.1 0.1 0.138
H -5.377404 2.845078 -1.191457 0.0 0.0 0.0 0.074
H -5.971926 3.123250 -2.840121 0.0 0.0 0.0 0.657
H -4.543029 3.993164 -2.262486 0.0 0.0 -0.1 0.292
H -5.088626 0.342091 -1.565080 -0.1 0.0 0.0 -0.058
H -4.378286 -0.218487 -3.089387 0.0 -0.1 0.0 0.270
H -5.932669 0.642916 -3.098777 0.0 0.0 0.0 0.477
H -3.233105 3.075136 -4.282642 0.0 0.0 0.0 0.357
H -4.751604 2.314974 -4.794792 0.0 0.0 0.0 0.440
H -3.287110 1.333522 -4.620142 0.1 0.0 0.0 0.270
H -6.360469 0.526699 0.530719 0.0 0.0 0.0 0.317
H -6.285959 2.002411 1.512476 0.0 0.0 0.0 0.318
H -6.402452 0.416225 2.301137 0.0 0.0 0.0 0.463
H -4.351165 -1.011550 0.405607 0.0 0.0 0.0 0.251
H -4.415132 -1.171183 2.177210 0.0 0.0 0.0 0.611
H -2.921514 -0.650016 1.367945 0.0 0.0 0.0 -0.029
H -4.302115 2.462639 2.941567 0.0 0.0 0.0 0.340
H -2.823830 1.486540 2.755982 0.0 0.0 0.1 0.248
H -4.228571 0.833486 3.628716 0.0 0.0 0.0 0.538
```
Positions in Å, forces in eV/Å.

**HOMO (alpha / beta)**: -0.266 / -0.278 hartree
**<S²>**: 6.03
**LUMO (alpha / beta)**: -0.0060 / -0.0799 Eh
**Spin multiplicity**: 5
**HOMO-LUMO gap (alpha / beta)**: 7.09 / 5.38 eV

[2]
A molecular structure, C27H39FeN2O5. Source: OMol25; level of theory: ωB97M-V with the def2-TZVPD basis set.

The geometry in XYZ format:
```
74
Properties=species:S:1:pos:R:3:forces:R:3:mulliken_charge:R:1
O -0.893443 0.367394 -4.577348 1.0 0.2 1.1 -0.495
C 0.486321 0.900289 -4.557398 -0.4 -0.3 -0.8 1.166
C -0.030522 2.256550 -5.022920 -0.4 -0.2 0.2 -0.828
H 1.131957 0.399737 -5.282657 -0.1 0.0 0.6 0.522
H 0.928851 0.846473 -3.553024 -0.3 0.1 -0.4 -1.435
C -1.416368 1.713792 -4.555288 1.0 0.8 -0.4 1.698
H -0.032687 2.355198 -6.116054 0.3 0.0 0.3 0.314
H 0.409662 3.122190 -4.525780 -0.3 0.1 -0.1 0.328
C -2.545908 1.804702 -5.538460 -0.1 0.0 0.1 -1.658
H -2.366681 1.093744 -6.356295 -0.1 0.4 0.1 0.302
H -2.602268 2.829987 -5.902285 -0.3 0.0 -0.2 0.358
H -3.471667 1.534881 -5.028686 -0.2 0.0 -0.2 0.416
C -1.755938 2.310994 -3.196217 -0.2 0.1 0.3 -1.347
H -0.962964 2.180173 -2.437585 -0.2 0.0 -0.6 -0.235
H -2.684065 1.882173 -2.792496 0.2 0.2 -0.1 0.444
H -1.889365 3.401680 -3.329470 -0.1 -0.5 0.1 0.476
Fe 0.525265 -0.444188 0.148927 -1.6 -0.1 0.3 0.435
C 1.174647 1.560495 1.219715 0.5 -0.2 -0.2 -0.608
C 2.214665 0.593170 1.317322 0.9 1.3 -0.9 -0.065
C 2.609150 0.230134 -0.013730 0.2 1.0 0.3 -0.987
H 2.727621 0.312140 2.229873 -0.4 -0.2 -0.2 0.660
C 1.784990 0.955634 -0.932107 0.3 0.7 0.5 -0.574
C 0.884726 1.769341 -0.160666 1.4 0.5 -0.2 -1.121
H 0.233890 2.536320 -0.570934 -0.1 -0.4 0.2 0.646
H 0.717317 2.081621 2.062341 0.0 -0.4 -0.4 0.448
H 3.446123 -0.404692 -0.288607 -0.4 0.0 0.1 0.484
H 1.907048 0.976459 -2.014294 -0.1 -0.2 0.5 0.808
C -1.706937 -0.723841 1.701795 -0.2 -0.2 -0.7 0.000
C -1.677501 0.519668 1.021790 0.0 -0.8 -0.2 -0.884
C -1.506526 0.260267 -0.375520 -0.8 -1.1 0.1 -0.343
H -1.790984 1.499138 1.486844 0.1 -0.4 -0.2 0.525
C -1.436411 -1.180963 -0.556935 -0.7 0.6 0.6 -1.143
C -1.572666 -1.773421 0.744149 -0.5 0.9 -0.3 -0.198
H -1.641364 -2.842071 0.949358 0.2 0.4 -0.1 0.571
H -1.899783 -0.858954 2.759559 0.3 0.0 -0.1 0.437
H -1.686733 0.967266 -1.174684 0.4 -0.3 0.3 0.422
H -1.489379 -1.699543 -1.511519 0.2 0.2 0.3 0.569
O 0.635921 -1.621918 -5.515472 0.7 -1.2 -2.8 -0.288
C 0.012093 -1.201966 -6.785908 -0.5 0.4 0.5 0.043
C 0.558102 -1.988928 -7.980322 0.2 -0.4 0.1 -0.680
H 0.219037 -0.137307 -6.970572 -0.1 -0.2 0.4 0.105
H -1.080292 -1.302781 -6.686122 0.4 0.0 0.1 0.216
C 1.587683 -2.966180 -7.373163 0.1 0.4 0.2 -0.472
H 1.041339 -1.320423 -8.701942 -0.1 -0.1 0.2 0.244
H -0.227950 -2.525676 -8.520772 0.0 0.1 0.2 0.297
C 1.378072 -2.842166 -5.849292 -0.5 -0.3 0.6 -0.575
H 2.600593 -2.674296 -7.690027 -0.3 -0.2 0.3 0.245
H 1.414371 -4.001452 -7.683666 0.1 0.2 0.0 0.282
H 2.329917 -2.858110 -5.284228 -0.6 0.1 -0.2 0.312
H 0.750187 -3.702593 -5.522080 0.5 0.5 0.0 0.264
C -0.302715 -5.008511 4.714861 0.0 -0.3 0.1 -1.286
C -0.189155 -3.702590 3.949587 -0.1 0.3 -0.2 -0.756
C 1.217188 -3.456493 3.340252 0.5 0.0 -0.4 2.080
C 2.343218 -3.470314 4.425797 0.2 -0.2 -0.5 -1.018
C 2.046247 -2.711876 5.708333 -0.1 0.3 0.2 -1.269
C 1.595872 -4.545956 2.314603 -0.1 -0.8 0.3 -0.203
O 1.791725 -5.723292 2.597078 -0.1 1.3 -0.2 -0.668
N 1.731839 -4.154275 0.995260 0.0 -0.5 -0.5 0.067
C 1.465249 -2.924665 0.426291 -0.2 0.2 1.0 0.024
O 1.501729 -2.769006 -0.798224 -0.2 0.4 1.0 -0.696
N 1.153736 -1.919943 1.308112 0.6 -1.6 0.1 0.829
C 1.156612 -2.070832 2.670306 -0.2 1.7 1.0 -0.469
O 1.037673 -1.054908 3.392570 0.0 -1.8 -1.2 -0.555
H 0.308738 -5.781869 4.239924 -0.3 0.0 0.2 0.308
H -1.344890 -5.341152 4.741345 0.2 0.0 0.1 0.418
H 0.032669 -4.873558 5.749862 0.0 -0.1 -0.2 0.242
H -0.932510 -3.643329 3.136745 0.2 -0.1 0.2 0.176
H -0.404085 -2.863374 4.628455 0.1 -0.1 -0.4 0.424
H 2.600535 -4.516405 4.648499 -0.2 0.3 -0.2 0.469
H 3.232257 -3.025525 3.950491 -0.2 -0.2 0.1 0.459
H 1.516074 -3.326694 6.447603 0.0 0.2 -0.2 0.291
H 2.999663 -2.406175 6.152599 -0.2 0.0 0.1 0.405
H 1.469053 -1.808761 5.478064 0.2 -0.2 0.3 0.298
H 1.911834 -4.887835 0.319140 0.1 -0.1 0.2 0.327
```
Positions in Å, forces in eV/Å.

**HOMO (alpha / beta)**: -0.280 / -0.309 hartree
**<S²>**: 8.78
**LUMO (alpha / beta)**: 0.0255 / -0.0266 Eh
**Spin multiplicity**: 6
**HOMO-LUMO gap (alpha / beta)**: 8.30 / 7.69 eV

[3]
A molecular structure, C27H39IrN4O3PS3Si. Source: OMol25; level of theory: ωB97M-V with the def2-TZVPD basis set.

The geometry in XYZ format:
```
79
Properties=species:S:1:pos:R:3:forces:R:3:mulliken_charge:R:1
Ir -0.621770 0.469873 0.640762 -0.2 -0.6 0.1 0.789
C 4.803116 -1.442082 4.467161 0.0 0.0 0.0 -1.070
Si 3.775212 0.066149 4.073431 0.0 0.0 0.0 -0.029
C 4.834295 1.600918 3.979769 0.0 0.0 0.0 -0.756
C 2.385892 0.258222 5.302067 0.0 0.0 0.0 -1.091
C 3.087757 -0.201511 2.317035 0.0 -0.1 0.0 0.236
C 3.906870 -0.759517 1.332929 0.1 0.0 0.0 -0.146
C 3.488579 -0.940662 0.018290 0.0 0.0 -0.1 -1.095
C 2.207958 -0.567731 -0.321283 0.0 -0.1 0.1 -0.446
N 1.398913 -0.047959 0.607916 0.2 0.4 -0.1 -0.510
C 1.815428 0.141022 1.874717 0.0 0.1 -0.1 0.787
S 0.419781 0.861617 2.672737 0.1 -0.1 0.1 -0.499
H 5.088533 -1.434591 5.521073 0.0 0.0 0.0 0.395
H 5.726038 -1.479865 3.885271 0.0 0.0 0.0 0.345
H 4.248240 -2.363711 4.281253 0.0 0.0 0.0 0.360
H 5.346876 1.785141 4.925995 0.0 0.0 0.0 0.486
H 4.231833 2.483133 3.752022 0.0 0.0 0.0 0.298
H 5.598258 1.503111 3.204450 0.0 0.0 0.1 -0.028
H 2.799098 0.193336 6.311389 0.0 0.0 0.0 0.382
H 1.636742 -0.529271 5.200916 0.0 0.0 0.0 0.337
H 1.879488 1.220691 5.214956 0.0 0.0 0.0 0.348
H 4.916917 -1.057091 1.592643 0.0 0.0 0.0 0.302
H 4.147700 -1.353972 -0.731163 0.0 0.0 0.0 0.475
H 1.802738 -0.683054 -1.318350 0.0 0.0 0.0 0.623
C -0.843792 -2.470505 1.176008 0.0 0.0 -0.2 -0.263
C -2.080792 -2.785969 1.984270 -0.3 -0.2 0.0 0.542
C -1.875487 -2.602791 3.471975 0.0 0.0 0.0 -1.430
O -3.216240 -1.963274 1.629391 0.3 0.3 0.2 -0.152
P -3.618854 -1.377643 0.205151 -0.1 -0.1 -0.2 0.646
S -3.208792 -2.428765 -1.338343 0.0 0.0 0.1 -0.362
S -2.782428 0.581374 0.061889 0.0 0.1 -0.1 -0.525
O -5.144149 -1.072566 0.379125 0.0 0.1 0.0 -0.430
C -5.941840 -0.662001 1.539064 0.0 -0.1 0.0 0.579
C -6.346792 -1.899224 2.312274 0.0 0.0 0.0 -1.238
C -5.261116 0.384876 2.395684 0.0 0.0 0.0 -1.209
H 0.028710 -2.964287 1.603471 0.0 0.1 0.0 0.501
H -0.629523 -1.383898 1.281390 0.1 0.3 0.3 -0.546
H -0.940951 -2.708318 0.122043 0.0 0.0 0.0 0.431
H -2.375654 -3.817465 1.775456 0.1 0.0 -0.1 0.170
H -1.546383 -1.585859 3.697173 0.0 0.0 0.0 0.261
H -1.120189 -3.302615 3.831620 0.0 0.0 0.0 0.464
H -2.805399 -2.799406 4.002786 0.0 0.0 0.0 0.394
H -6.817872 -0.222189 1.064025 0.0 0.0 0.0 0.375
H -5.489875 -2.333669 2.826399 0.0 0.0 0.0 0.141
H -6.773604 -2.644652 1.643201 0.0 0.0 0.0 0.346
H -7.098946 -1.632155 3.055384 0.0 0.0 0.0 0.446
H -4.339166 0.002335 2.834999 0.0 0.0 0.0 0.203
H -5.937047 0.653391 3.208147 0.0 0.0 0.0 0.479
H -5.039047 1.284897 1.824365 0.0 0.0 0.0 0.280
C 8.535755 0.309579 -0.480640 0.0 0.0 0.0 -1.426
C 7.236088 1.043909 -0.663307 0.0 0.0 0.0 0.674
C 6.698678 1.262920 -1.926242 0.0 0.0 0.0 -0.823
C 5.495908 1.930073 -2.116167 -0.1 -0.1 0.0 -0.559
C 4.799542 2.392365 -1.007564 0.0 0.1 0.1 0.561
N 3.562524 3.079942 -1.087971 -0.1 -0.2 0.0 -0.079
C 3.066046 3.744786 -2.173845 0.1 0.2 0.1 0.161
O 3.590260 3.848225 -3.253811 0.0 -0.1 0.0 -0.619
N 1.860410 4.425758 -1.902687 0.0 0.1 -0.1 -0.051
C 0.804401 4.056336 -1.090015 -0.1 0.0 0.1 0.158
C -0.137075 5.010722 -0.689209 0.1 0.0 0.1 -0.473
C -1.172993 4.636030 0.135244 -0.1 -0.1 0.0 -0.957
C -1.291678 3.316679 0.540150 -0.1 0.1 -0.1 -0.192
N -0.429343 2.395978 0.102483 0.1 -0.2 0.1 -0.111
C 0.600780 2.743703 -0.684284 -0.1 -0.1 -0.1 -0.445
C 5.319336 2.184772 0.267085 0.0 0.0 0.0 0.003
C 6.521159 1.520813 0.432475 0.0 0.0 0.0 -0.897
H 9.116152 0.301273 -1.401757 0.0 0.0 0.0 0.383
H 8.362021 -0.729164 -0.191522 0.0 0.0 0.0 0.274
H 9.143268 0.769722 0.298702 0.0 0.0 0.0 0.367
H 7.238311 0.913822 -2.798377 0.0 0.0 0.0 0.360
H 5.113710 2.096069 -3.110476 0.0 0.0 0.0 0.470
H 3.163352 3.326958 -0.195972 0.0 0.0 0.0 0.288
H 1.710860 5.196115 -2.536352 0.0 -0.1 -0.1 0.303
H -0.029440 6.038595 -1.011613 0.0 0.0 0.0 0.444
H -1.901239 5.357545 0.475883 0.0 0.0 0.0 0.415
H -2.089885 2.974977 1.180177 0.0 0.0 0.0 0.604
H 1.235694 1.940761 -1.023938 0.1 0.1 0.0 0.909
H 4.784627 2.563425 1.134452 0.0 0.0 0.0 0.279
H 6.919706 1.383194 1.431866 0.0 0.0 0.0 0.381
```
Positions in Å, forces in eV/Å.

**Net charge**: +1
**HOMO**: -0.397 hartree
**LUMO**: -0.1409 Eh
**HOMO-LUMO gap**: 6.97 eV

Computed total energy, in the same sequence as the records: -5182.1124 -2801.5454 -3426.7137 a.u..